# 1
The following is a quantum chemistry calculation of a molecular structure, C38H56CrN7O3PSeTe2 in a non-equilibrium geometry, from OMol25.

The geometry in ORCA input format:
```
! RIJCOSX wB97M-V def2-TZVPD def2/J DEFGRID3
* xyz -2 5
Cr 1.0294 -0.0635 0.1490
C 1.0810 -5.5744 6.9976
C 0.7751 -4.7734 5.7591
C 0.0938 -5.3255 4.6853
C -0.1490 -4.6082 3.5244
C -0.8981 -5.2859 2.4190
C 0.3060 -3.2862 3.3822
Te 0.1484 -2.3448 1.4302
C 0.9231 -2.7086 4.4996
C 1.3477 -1.2722 4.5085
C 1.1575 -3.4463 5.6514
H 0.7644 -6.6096 6.8751
H 0.5699 -5.1602 7.8690
H 2.1523 -5.5655 7.2081
H -0.2477 -6.3541 4.7520
H -1.2528 -6.2673 2.7274
H -0.2547 -5.3913 1.5461
H -1.7450 -4.6743 2.1123
H 0.7323 -0.6927 3.8247
H 2.4014 -1.1699 4.2332
H 1.2403 -0.8453 5.5050
H 1.6601 -2.9731 6.4894
N -4.4017 1.2767 1.4170
C -3.2986 2.2674 1.5522
C -2.1743 1.8113 0.6033
N -1.7483 0.4754 0.8879
C -2.8349 -0.4539 0.8390
C -3.9336 -0.0765 1.8328
H -4.6241 1.2062 0.4110
H -5.2286 1.5663 1.9448
H -2.9455 2.2643 2.5963
H -3.6653 3.2621 1.2937
H -1.3194 2.4829 0.6955
H -2.5366 1.8492 -0.4293
H -1.3009 0.4605 1.8292
H -2.4447 -1.4519 1.0640
H -3.2590 -0.4739 -0.1738
H -3.5236 -0.0117 2.8435
H -4.7686 -0.7784 1.7992
N 4.3208 -0.1519 1.6309
N 2.9996 -0.7422 1.4032
H 4.1434 0.7976 1.9629
H 4.7520 -0.0584 0.7105
H 2.5813 -0.8383 2.3351
H 3.1707 -1.6973 1.0741
Se -1.5216 1.8711 4.6529
N -0.2864 3.2242 4.6747
C 0.6188 2.9530 3.7289
C 1.7635 3.7009 3.4894
C 2.5495 3.3504 2.3875
C 2.1999 2.2943 1.5889
N 1.1077 1.4960 1.7959
C 0.3718 1.8027 2.8798
N -0.6739 1.0483 3.2418
H 2.0232 4.5315 4.1315
H 3.4344 3.9313 2.1465
H 2.7951 2.0363 0.7168
C 1.0956 3.6208 -1.2680
C 1.2508 2.4181 -2.2015
C 0.2794 2.6377 -3.3792
C 1.0972 1.0726 -1.5443
C 2.6654 2.1995 -2.7036
C 3.7856 2.8312 -2.1337
C 5.0694 2.5575 -2.5673
C 5.3022 1.6306 -3.5722
C 4.2062 0.9986 -4.1551
C 2.9268 1.2915 -3.7453
H 0.0435 3.7326 -1.0028
H 1.4300 4.5413 -1.7536
H 1.6427 3.4862 -0.3407
H -0.6876 2.9500 -2.9894
H 0.1181 1.7248 -3.9460
H 0.6530 3.4135 -4.0539
H 0.9470 0.3896 -2.3904
H 3.6542 3.5622 -1.3490
H 5.9061 3.0894 -2.1230
H 6.3117 1.4108 -3.8989
H 4.3640 0.2686 -4.9402
H 2.1079 0.7864 -4.2362
C -3.8720 3.2461 -2.6705
C -3.5279 1.9614 -3.4250
O -3.7229 0.8174 -2.6465
P -2.4583 -0.3712 -2.5009
O -1.3975 0.1938 -1.6500
Te -3.6936 -2.3125 -2.1399
O -1.8253 -0.2863 -4.0235
C -2.3357 -1.0919 -5.0418
C -1.8674 -0.5397 -6.3810
H -3.8339 4.0885 -3.3597
H -3.1595 3.4224 -1.8657
H -4.8761 3.1821 -2.2514
H -2.4887 2.0123 -3.7674
H -4.1769 1.8881 -4.3156
H -3.4354 -1.1249 -4.9969
H -1.9715 -2.1210 -4.9057
H -2.2284 0.4794 -6.5143
H -2.2373 -1.1658 -7.1905
H -0.7798 -0.5226 -6.4028
C 2.0804 -3.6697 -2.9868
C 3.1182 -2.9529 -2.4208
C 2.8527 -1.9073 -1.5516
C 1.5539 -1.5420 -1.1678
C 0.5388 -2.2974 -1.7731
C 0.7787 -3.3201 -2.6668
H 2.2863 -4.4854 -3.6723
H 4.1454 -3.2194 -2.6583
H 3.7072 -1.3480 -1.1685
H -0.4885 -2.0510 -1.5362
H -0.0495 -3.8616 -3.1108
*
```

Its HOMO-LUMO gap (alpha / beta) is 3.15 / 3.14 eV. The calculation puts the largest force on an atom at 2.6 eV/A. The value obtained for the molar mass is 1076.04 g mol⁻¹.

=====

# 2
The following is a quantum chemistry calculation of a molecular structure, C38H57BCdF4N5O2S4, from OMol25.

The geometry in ORCA input format:
```
! RIJCOSX wB97M-V def2-TZVPD def2/J DEFGRID3
* xyz -1 1
Cd 0.1396 -0.7958 -0.2297
C 2.6221 1.6913 0.3622
C 3.3326 0.5435 0.8300
C 3.0816 -0.5046 -0.0809
C 2.1682 0.0174 -1.0730
C 1.9184 1.3956 -0.7911
C 1.1400 2.3576 -1.6659
C -0.1584 1.7189 -2.1661
C 0.7714 3.6260 -0.8934
C 1.9989 2.7352 -2.8825
C 3.7586 -1.8650 -0.3035
C 3.8425 -2.7683 0.9352
C 5.1702 -1.6307 -0.8746
C 3.0108 -2.6841 -1.3689
C 4.0762 0.5845 2.1710
C 3.3197 -0.2351 3.2307
C 5.5379 0.1204 2.0907
C 4.1473 2.0244 2.7052
H 2.6234 2.6578 0.8423
H 2.0253 -0.4243 -2.0516
H -0.8462 1.5548 -1.3281
H 0.0324 0.7733 -2.6809
H -0.6753 2.3832 -2.8655
H 0.1317 3.3848 -0.0396
H 0.2122 4.3093 -1.5373
H 1.6599 4.1505 -0.5347
H 2.2404 1.8456 -3.4684
H 2.9358 3.1938 -2.5590
H 1.4684 3.4392 -3.5310
H 4.4503 -2.3513 1.7331
H 4.2943 -3.7245 0.6517
H 2.8424 -2.9619 1.3235
H 5.8106 -1.0800 -0.1901
H 5.1004 -1.0516 -1.7981
H 5.6509 -2.5877 -1.1047
H 1.9531 -2.8212 -1.1385
H 3.4699 -3.6736 -1.4475
H 3.0992 -2.2129 -2.3483
H 3.1789 -1.2686 2.9236
H 2.3254 0.1893 3.3927
H 3.8555 -0.2215 4.1866
H 5.6434 -0.9265 1.8260
H 6.0251 0.2642 3.0604
H 6.0788 0.7110 1.3479
H 3.1571 2.4348 2.9056
H 4.6538 2.6849 1.9989
H 4.7056 2.0348 3.6452
C -2.1340 3.2782 3.0970
N -0.9776 2.4967 2.6800
C 0.3523 2.9555 3.0255
C -1.0878 1.2953 2.0407
N -0.0826 0.5740 1.6752
N -2.3997 0.8703 1.8670
C -2.8448 -0.1434 1.0303
N -4.2052 -0.1647 0.9067
N -2.0577 -1.0105 0.4995
H -1.7782 4.1388 3.6557
H -2.7953 2.7058 3.7539
H -2.7092 3.6484 2.2487
H 0.2747 3.9231 3.5132
H 0.9774 3.0733 2.1390
H 0.8527 2.2606 3.7092
H 0.8103 1.0365 1.8101
H -3.0991 1.5948 1.9721
H -4.6737 0.7270 1.0346
H -4.5306 -0.6754 0.0983
H -2.5576 -1.6483 -0.1143
O 0.5875 -2.7494 1.0519
S -0.6637 -3.4387 1.5390
C -0.9928 -2.6484 3.1323
C 0.1017 -3.1611 4.0549
C 0.1007 -4.6769 3.8624
C -0.0064 -4.9378 2.3545
H -1.9922 -2.9512 3.4571
H -0.9747 -1.5777 2.9335
H -0.0752 -2.8764 5.0929
H 1.0567 -2.7325 3.7435
H -0.7681 -5.1030 4.3705
H 0.9885 -5.1514 4.2816
H -0.6372 -5.7885 2.0998
H 0.9642 -5.0647 1.8754
O -0.5831 -2.2749 -1.7166
C -1.3142 -2.3187 -2.8719
C -2.7168 -1.7162 -2.7046
C -3.0487 -0.3958 -2.6029
C -4.4282 -0.1731 -2.3418
C -5.1224 -1.3418 -2.2311
S -4.1054 -2.7041 -2.4542
C -0.5853 -1.6129 -4.0214
C 0.7623 -1.6464 -4.2107
C 1.1816 -0.9611 -5.3825
C 0.1357 -0.4303 -6.0744
S -1.3552 -0.7537 -5.2969
C -1.4424 -3.7935 -3.2596
C -1.9917 -4.4105 -4.3431
C -1.8780 -5.8270 -4.2821
C -1.2397 -6.2421 -3.1516
S -0.7658 -4.9246 -2.1637
H -2.3287 0.4015 -2.7057
H -4.8638 0.8104 -2.2196
H -6.1788 -1.4714 -2.0541
H 1.4131 -2.1597 -3.5194
H 2.2136 -0.8582 -5.6884
H 0.1643 0.1548 -6.9794
H -2.4574 -3.8686 -5.1554
H -2.2509 -6.4984 -5.0435
H -1.0179 -7.2567 -2.8599
F -4.7262 2.5868 1.3230
B -4.2759 3.2638 0.1105
F -4.2275 4.6251 0.3861
F -5.1647 2.9564 -0.9124
F -2.9919 2.7689 -0.1811
*
```

Its HOMO-LUMO gap is 6.46 eV. The calculation puts the largest force on an atom at 0.2 eV/A. The value obtained for the molar mass is 943.39 g mol⁻¹.